# 1
{"formula": "C3H10N2", "method": "wB97M-V/def2-TZVPD", "homo_ev": -9.0585, "gap_ev": 8.5, "spin_multiplicity": 1, "lumo_energy_ev": -0.57, "e_above_lowest_kcal_mol": 124.2, "e_tot_ha": -229.61140, "symbols": ["C", "C", "C", "N", "N", "H", "H", "H", "H", "H", "H", "H", "H", "H", "H"], "coordinates": [[1.290, -0.251, 0.724], [-0.209, -0.175, 1.068], [-1.018, 0.701, 0.134], [-1.520, -0.110, -1.032], [1.388, -0.092, -0.765], [1.780, 0.714, 1.068], [1.949, -1.071, 1.225], [-0.570, -1.233, 0.898], [-0.277, 0.051, 2.136], [-0.339, 1.570, -0.116], [-1.964, 1.155, 0.454], [-2.102, 0.478, -1.657], [0.391, -1.564, -0.460], [2.391, 0.062, -0.909], [-0.716, -0.396, -1.618]], "forces_ev_per_a": [[1.4110, 2.9784, 0.0039], [0.6209, -1.7149, 0.4533], [-0.1967, 0.6822, -1.4825], [0.8991, 0.7434, -0.6335], [-2.1760, -2.8530, 2.5988], [-0.4562, -0.6985, 0.2609], [-1.5947, 1.0694, -0.8840], [-0.1719, 0.4643, 0.3503], [-0.3674, -0.0393, -0.1117], [-0.5899, -0.7386, -0.2590], [0.4602, -0.2744, 1.0571], [0.4431, -0.4338, 0.7182], [2.1492, 1.8636, -1.8549], [0.1102, -1.4266, -0.6924], [-0.5409, 0.3778, 0.4757]], "nbo_charge": [-0.2663, -0.4438, -0.2320, -0.8453, -0.7076, 0.1680, 0.1916, 0.2165, 0.2343, 0.1860, 0.2029, 0.3575, 0.2119, 0.3482, 0.3782]}

***

# 2
{"formula": "C3H13N2OS2", "method": "wB97M-V/def2-TZVPD", "homo_ev": [-2.8152, -9.3692], "gap_ev": [3.3, 9.8], "s_squared": 0.75, "spin_multiplicity": 2, "lumo_energy_ev": [0.48, 0.41], "e_above_lowest_kcal_mol": 37.8, "e_tot_ha": -1103.09969, "symbols": ["S", "S", "C", "C", "C", "N", "N", "H", "H", "H", "H", "H", "H", "H", "H", "H", "H", "H", "H", "H", "O"], "coordinates": [[1.581, 3.687, 1.744], [2.040, 2.112, 0.607], [0.512, 1.695, -0.306], [0.450, 0.190, -0.490], [-0.732, -0.201, -1.364], [-0.671, -1.614, -1.730], [0.331, -0.518, 0.824], [2.144, 4.704, 1.066], [0.567, 2.228, -1.243], [-0.381, 2.077, 0.194], [1.348, -0.179, -0.976], [-0.706, 0.452, -2.242], [-1.654, 0.049, -0.844], [-0.640, -1.735, -2.729], [-1.404, -2.132, -1.263], [0.091, -1.493, 0.612], [-0.527, -0.173, 1.303], [1.135, -0.349, 1.445], [-0.693, -2.994, 2.436], [-1.714, -3.232, 1.316], [-1.077, -2.573, 1.642]], "forces_ev_per_a": [[-0.3456, 0.8071, 0.8534], [0.2684, -0.7668, -0.4112], [0.1951, 0.3923, 0.3880], [-0.0804, 0.4226, -0.1996], [0.0919, -0.0086, -0.2742], [0.1510, 0.5951, 0.4870], [-0.6248, 0.9440, -1.1389], [-0.0541, -0.1647, -0.2598], [-0.0266, -0.1882, -0.5603], [0.1644, -0.1160, 0.3376], [0.1724, -0.0371, 0.0366], [0.0595, -0.1865, -0.0638], [-0.1589, -0.0093, 0.1211], [-0.2860, -0.3071, 0.0283], [-0.0337, -0.2068, -0.4462], [0.4982, -0.5793, 0.5643], [-0.0192, 0.0821, 0.3364], [0.1972, -0.4329, 0.1709], [0.0373, 0.1983, -0.0436], [-0.0038, 0.1136, 0.0187], [-0.2025, -0.5518, 0.0552]], "mulliken_spin": [0.0894, -0.0208, 0.2686, 0.2056, -0.0387, 0.1262, 1.3649, 0.0017, -0.0022, -0.0919, 0.2046, -0.0245, -0.0855, -0.0254, -0.1218, -0.2786, -0.4884, -0.3059, -0.1191, -0.0938, 0.4354]}

***

# 3
{"formula": "C32H38N4O3S", "method": "wB97M-V/def2-TZVPD", "homo_ev": -6.7337, "gap_ev": 4.3, "spin_multiplicity": 1, "lumo_energy_ev": -2.43, "e_tot_ha": -2085.10866, "symbols": ["C", "N", "C", "O", "C", "C", "C", "C", "C", "C", "C", "C", "N", "C", "C", "C", "C", "C", "C", "C", "C", "C", "C", "C", "C", "C", "C", "H", "H", "H", "H", "H", "H", "H", "H", "H", "H", "H", "H", "H", "H", "H", "H", "H", "H", "H", "H", "H", "H", "H", "H", "H", "H", "H", "C", "C", "N", "C", "O", "C", "C", "O", "N", "C", "C", "C", "S", "H", "H", "H", "H", "H", "H", "H", "H", "H", "H", "H"], "coordinates": [[-1.625, 3.526, 3.652], [-1.391, 2.821, 2.419], [-2.091, 3.130, 1.286], [-2.987, 3.969, 1.186], [-1.537, 2.272, 0.161], [-0.956, 3.114, -0.973], [0.124, 4.037, -0.464], [-0.222, 5.268, 0.106], [0.762, 6.108, 0.624], [2.105, 5.721, 0.572], [2.461, 4.511, -0.034], [1.472, 3.680, -0.567], [-0.534, 1.464, 0.836], [0.163, 0.521, 0.180], [1.152, -0.263, 0.765], [1.857, -1.251, 0.078], [2.954, -1.977, 0.674], [3.703, -2.922, -0.083], [4.761, -3.632, 0.480], [5.123, -3.429, 1.821], [4.418, -2.490, 2.587], [3.360, -1.774, 2.030], [-0.364, 1.807, 2.265], [1.032, 2.390, 2.623], [1.244, 2.050, 4.095], [0.211, 0.970, 4.493], [-0.627, 0.639, 3.261], [-2.472, 4.201, 3.498], [-1.860, 2.821, 4.458], [-0.748, 4.118, 3.951], [-2.353, 1.627, -0.210], [-0.569, 2.446, -1.751], [-1.791, 3.701, -1.378], [-1.276, 5.560, 0.138], [0.471, 7.065, 1.063], [2.876, 6.374, 0.986], [3.509, 4.207, -0.101], [1.739, 2.742, -1.064], [-0.103, 0.368, -0.869], [1.387, -0.058, 1.810], [1.662, -1.377, -0.984], [3.425, -3.074, -1.128], [5.313, -4.353, -0.124], [5.944, -3.996, 2.265], [4.695, -2.316, 3.629], [2.838, -1.043, 2.651], [1.792, 1.931, 1.980], [1.042, 3.468, 2.414], [2.266, 1.691, 4.268], [1.114, 2.949, 4.712], [0.722, 0.077, 4.875], [-0.429, 1.343, 5.302], [-1.703, 0.577, 3.471], [-0.317, -0.304, 2.804], [-3.572, -5.608, -1.838], [-3.416, -4.212, -1.309], [-2.378, -3.419, -2.054], [-1.053, -3.429, -1.536], [-0.823, -4.078, -0.497], [-0.077, -2.692, -2.236], [-0.363, -2.284, -3.557], [0.501, -1.927, -4.381], [-1.729, -2.265, -3.958], [-2.039, -1.765, -5.343], [-2.045, -2.849, -6.382], [-2.725, -2.961, -3.308], [-4.217, -3.286, -4.013], [-4.321, -6.126, -1.230], [-3.909, -5.610, -2.882], [-2.625, -6.150, -1.757], [-4.346, -3.651, -1.441], [-3.099, -4.214, -0.265], [0.950, -2.824, -1.959], [-3.036, -1.318, -5.262], [-1.285, -1.008, -5.565], [-2.270, -2.396, -7.353], [-1.059, -3.320, -6.442], [-2.806, -3.610, -6.168]], "forces_ev_per_a": [[0.0349, 0.1053, 0.4304], [-0.6785, 0.4394, -0.8874], [-0.6371, 0.8498, 0.3940], [1.2472, -1.2283, 0.0600], [-0.8202, -0.1560, -0.1730], [-0.1084, 0.2800, 0.0368], [0.2511, 0.2010, -0.2971], [0.0285, 0.0060, 0.0634], [0.0735, -0.1665, -0.0138], [-0.0444, -0.1119, -0.0750], [-0.1142, 0.0400, -0.0095], [-0.0793, 0.1519, 0.2459], [1.2450, -1.6255, -0.7854], [-1.2328, 1.0965, 0.5448], [1.0911, -1.0675, 0.1202], [-0.1908, 1.6737, 0.6331], [1.0475, -0.7524, 0.7789], [-0.5218, 0.4793, 0.1107], [0.0881, 0.0644, 0.2860], [-0.4385, 0.1992, -0.4159], [-0.1858, 0.1127, -0.1743], [-0.0457, -0.2441, -0.4701], [-0.0525, 0.2056, 0.3903], [-0.2349, -0.0680, -0.4679], [0.3513, 0.1546, 0.3542], [0.0938, -0.1406, 0.5470], [-0.0369, 0.0786, -0.5932], [0.1936, -0.1969, -0.0087], [-0.0419, 0.1889, -0.1158], [-0.1951, -0.1051, -0.1217], [0.3114, 0.2069, 0.0636], [-0.1306, 0.1723, 0.0220], [0.1922, -0.2120, -0.0562], [0.3846, -0.0731, 0.0292], [0.1635, -0.2989, -0.1311], [-0.2090, -0.2008, -0.1422], [-0.3186, 0.1745, 0.0269], [0.0023, 0.2889, 0.1581], [0.0095, -0.0055, 0.2148], [-0.0332, -0.2886, -0.5162], [-0.1613, -0.1783, 0.1792], [0.1003, -0.0668, 0.3022], [-0.2123, 0.2348, 0.1586], [-0.2603, 0.1894, -0.1671], [-0.0925, -0.0515, -0.3442], [0.1897, -0.2858, -0.1377], [-0.1146, 0.1765, 0.1491], [0.0413, -0.3020, -0.0017], [-0.2052, 0.1550, -0.0065], [0.0925, -0.2675, -0.1030], [-0.2128, 0.1744, -0.0391], [0.2044, -0.1736, -0.1524], [0.2986, -0.0551, -0.1007], [-0.1957, 0.1064, 0.1602], [0.0588, -0.6015, -0.1012], [0.5149, 1.0518, -0.2744], [-1.0794, -0.6393, -0.2112], [0.5583, -0.2473, 1.0703], [-0.3900, 0.4006, -0.4025], [-1.1375, -0.1201, -0.5924], [1.1570, 0.5314, -0.4680], [-0.7056, 0.0459, 0.3941], [-0.7975, -0.2989, -0.9488], [0.0258, 0.1457, 1.1887], [0.1832, -0.4157, -0.4196], [1.0773, 0.0470, 0.4209], [-0.0808, 0.5158, 0.2932], [0.0692, -0.0531, -0.0914], [0.1312, -0.0207, 0.3886], [-0.1126, 0.0076, 0.0060], [0.1481, -0.1330, 0.1972], [-0.0382, 0.0194, -0.1787], [0.1146, -0.2468, -0.1122], [0.2617, 0.0475, -0.0926], [-0.1171, -0.1249, 0.0683], [0.0309, -0.1145, 0.0378], [-0.1058, 0.0433, -0.0287], [0.3022, 0.2762, -0.0959]], "mulliken_charge": [-0.9888, 0.3156, 0.1159, -0.7036, 0.1293, -1.5343, 0.4150, -0.1535, -0.7298, -0.4472, -0.7611, -0.0854, 0.5914, -0.3357, 0.5060, -0.6997, 0.6411, -0.3804, -0.7465, -0.3442, -0.7881, -0.2369, 0.4396, -0.9168, -0.9192, -0.6654, -1.3187, 0.4311, 0.2595, 0.2630, 0.4464, 0.6272, 0.5906, 0.4258, 0.4026, 0.3876, 0.3991, 0.4855, 0.6367, -0.7670, 0.7286, 0.3844, 0.3766, 0.3842, 0.3820, 0.5425, 0.3918, 0.2667, 0.3864, 0.4053, 0.4385, 0.3954, 0.4155, 0.4016, -0.9648, -1.0282, 0.0775, 0.0162, -0.7777, -0.2822, 0.3948, -0.7636, 0.0623, -1.0147, -0.9679, 0.3962, -0.3474, 0.3511, 0.2962, 0.2892, 0.4668, 0.4177, 0.6516, 0.4817, 0.4231, 0.3498, 0.2952, 0.2910]}

***

# 4
{"formula": "C14H34MoN4O2PS2", "method": "wB97M-V/def2-TZVPD", "homo_ev": [-20.6930, -20.6937], "gap_ev": [6.5, 6.4], "total_charge": 4, "s_squared": 0.77, "spin_multiplicity": 2, "lumo_energy_ev": [-14.20, -14.30], "e_above_lowest_kcal_mol": 0.0, "e_tot_ha": -2127.85071, "symbols": ["Mo", "C", "C", "N", "C", "C", "N", "C", "C", "C", "N", "C", "C", "N", "C", "H", "H", "H", "H", "H", "H", "H", "H", "H", "H", "H", "H", "H", "H", "H", "H", "H", "H", "H", "H", "H", "H", "H", "H", "C", "C", "O", "P", "S", "S", "O", "C", "C", "H", "H", "H", "H", "H", "H", "H", "H", "H", "H"], "coordinates": [[-0.591, 1.230, 0.615], [1.037, 3.406, 2.543], [0.853, 2.134, 3.351], [-0.211, 1.221, 2.774], [-1.514, 1.367, 3.517], [-2.564, 0.563, 2.792], [-2.620, 1.038, 1.364], [-3.306, 2.375, 1.247], [-3.776, 2.699, -0.170], [-2.912, 2.144, -1.292], [-1.437, 2.327, -1.043], [-1.015, 3.749, -0.847], [0.497, 3.776, -0.778], [1.009, 2.663, 0.123], [1.849, 3.178, 1.278], [1.555, 4.137, 3.167], [0.068, 3.873, 2.312], [0.572, 2.351, 4.381], [1.784, 1.568, 3.380], [0.103, 0.267, 2.965], [-1.759, 2.428, 3.565], [-1.388, 1.015, 4.541], [-3.545, 0.670, 3.258], [-2.312, -0.499, 2.781], [-3.175, 0.358, 0.841], [-2.619, 3.134, 1.636], [-4.161, 2.372, 1.926], [-3.870, 3.783, -0.251], [-4.784, 2.312, -0.326], [-3.161, 2.637, -2.233], [-3.068, 1.074, -1.443], [-0.967, 1.993, -1.889], [-1.463, 4.122, 0.076], [-1.388, 4.370, -1.664], [0.842, 4.736, -0.401], [0.936, 3.636, -1.766], [1.658, 2.124, -0.451], [2.334, 4.093, 0.943], [2.635, 2.443, 1.455], [1.266, -5.666, -5.161], [0.473, -5.823, -3.902], [1.226, -5.220, -2.698], [1.878, -3.870, -2.489], [-0.002, -0.595, -0.070], [1.544, -2.279, -3.401], [2.887, -3.971, -1.355], [3.448, -5.261, -0.727], [3.908, -4.922, 0.654], [0.737, -6.218, -5.942], [2.256, -6.115, -5.070], [1.343, -4.631, -5.489], [0.375, -6.853, -3.576], [-0.491, -5.323, -3.897], [4.258, -5.536, -1.397], [2.644, -5.989, -0.767], [4.612, -4.091, 0.644], [4.436, -5.794, 1.044], [3.075, -4.712, 1.322]], "forces_ev_per_a": [[0.0301, -0.0020, 0.0045], [-0.0424, -0.0084, -0.0286], [0.0037, -0.0265, -0.0126], [-0.0173, 0.0128, -0.0037], [0.0096, -0.0126, 0.0146], [-0.0206, -0.0228, -0.0111], [-0.0194, 0.0007, 0.0423], [-0.0174, -0.0099, 0.0066], [-0.0310, -0.0115, 0.0073], [0.0154, 0.0132, -0.0021], [-0.0147, -0.0040, 0.0211], [0.0027, -0.0026, -0.0076], [0.0161, -0.0199, -0.0077], [-0.0389, -0.0094, 0.0199], [-0.0076, 0.0041, -0.0178], [0.0484, -0.0360, 0.0029], [0.0140, 0.0429, 0.0352], [-0.0307, 0.0104, -0.0101], [0.0092, 0.0179, 0.0355], [0.0030, 0.0006, -0.0040], [-0.0051, -0.0023, 0.0055], [-0.0002, -0.0065, -0.0020], [0.0020, 0.0127, 0.0004], [-0.0032, 0.0002, 0.0083], [0.0270, 0.0051, -0.0344], [0.0238, -0.0029, -0.0358], [0.0180, 0.0305, 0.0223], [-0.0091, -0.0005, 0.0030], [0.0076, -0.0169, -0.0008], [-0.0002, 0.0053, 0.0046], [-0.0060, 0.0029, -0.0046], [-0.0180, -0.0081, -0.0080], [-0.0057, 0.0070, -0.0069], [0.0121, 0.0014, -0.0023], [0.0002, -0.0014, -0.0023], [-0.0054, 0.0021, -0.0016], [0.0165, 0.0113, 0.0071], [-0.0088, 0.0004, -0.0066], [0.0110, 0.0156, 0.0164], [0.0028, -0.0446, -0.0070], [-0.0132, 0.0350, 0.0624], [0.1514, -0.0593, -0.1484], [0.1226, -0.2816, -0.1083], [-0.0949, 0.3636, 0.1020], [-0.0787, -0.0093, 0.0748], [-0.0950, -0.0354, 0.0429], [0.0340, 0.0449, -0.0648], [0.0178, -0.0273, 0.0043], [-0.0032, 0.0115, -0.0032], [0.0016, 0.0032, 0.0023], [0.0058, 0.0014, 0.0059], [-0.0310, 0.0053, 0.0072], [0.0046, 0.0123, -0.0382], [-0.0019, -0.0027, -0.0005], [0.0193, -0.0249, 0.0179], [0.0066, -0.0052, 0.0015], [-0.0186, -0.0080, 0.0078], [0.0012, 0.0284, -0.0054]], "mulliken_spin": [1.2642, 0.0129, -0.0042, -0.0354, 0.0175, -0.0130, -0.0196, -0.0054, 0.0071, -0.0100, -0.0271, -0.0003, 0.0093, -0.0384, -0.0129, -0.0003, 0.0003, 0.0040, -0.0011, 0.0174, -0.0001, -0.0001, 0.0029, 0.0014, 0.0081, -0.0015, 0.0002, 0.0002, 0.0003, 0.0020, 0.0038, 0.0101, -0.0029, -0.0005, 0.0016, -0.0014, 0.0159, 0.0069, 0.0004, 0.0000, 0.0000, 0.0000, -0.0005, -0.2117, -0.0005, 0.0001, 0.0000, 0.0000, 0.0000, 0.0000, 0.0000, 0.0000, 0.0000, 0.0000, 0.0000, 0.0000, 0.0000, 0.0000]}

***

Molecular weight values (in u) by entry order: 74.13, 157.28, 558.75, 481.50.